A | Formula: C6H10O
Source: the OMol25 dataset
Level of theory: ωB97M-V with the def2-TZVPD basis set

Element x y z (Å)
O 2.7337 -0.3151 1.9983
C 2.6810 -0.3652 0.7925
C 1.4144 -0.1985 -0.0120
C 0.1855 0.0125 0.8628
C -1.0907 0.0568 0.1288
C -1.9069 -0.7373 -0.8410
C -2.3375 0.3701 0.1011
H 3.5971 -0.5342 0.1833
H 1.5654 0.6446 -0.7015
H 1.2902 -1.0869 -0.6489
H 0.3041 0.8870 1.5100
H 0.0567 -0.8559 1.5220
H -0.4117 1.8435 -1.7508
H -1.8521 -0.5946 -1.9337
H -2.1125 -1.7716 -0.5419
H -0.9684 1.7745 -1.2831
H -3.1482 0.8703 0.6142

The frontier orbital gap comes out at 10.19 eV. The HOMO energy is -9.18 eV.

natural (NBO) population analysis, charges in e, atoms 1 to 4: number 1, O, carries -0.520; number 2, C, carries 0.449; number 3, C, carries -0.507; number 4, C, carries -0.456



B | Formula: C6H10O
Source: the OMol25 dataset
Level of theory: ωB97M-V with the def2-TZVPD basis set

Element x y z (Å)
C 1.9988 -0.6265 0.5357
C 0.7885 -0.0453 -0.1431
C 0.8689 0.9902 -0.9788
C -1.8031 1.3162 0.6899
C -1.7476 0.0359 0.3360
C -0.5149 -0.8016 0.0798
O -0.7523 -1.7081 -0.9962
H 2.2448 -1.6009 0.0960
H 2.8716 0.0258 0.4408
H 1.8079 -0.7967 1.6020
H -0.9059 1.9178 0.8047
H -0.0061 1.3950 -1.4828
H 1.8207 1.4720 -1.1906
H -2.7564 1.8018 0.8804
H -2.6685 -0.5394 0.2414
H -0.3852 -1.4647 0.9458
H -0.8096 -1.1718 -1.7985

The frontier orbital gap comes out at 10.61 eV. The HOMO energy is -9.64 eV.

natural (NBO) population analysis, charges in e, atoms 1 to 4: number 1, C, carries -0.643; number 2, C, carries 0.014; number 3, C, carries -0.415; number 4, C, carries -0.393



Bottom line: B, by a margin of 0.0907 hartree.



A | Formula: C6H10O
Source: the OMol25 dataset
Level of theory: ωB97M-V with the def2-TZVPD basis set

Element x y z (Å)
C -1.5179 -0.7475 0.8642
C -0.0885 -0.2741 0.6480
C 0.8107 -1.2464 -0.1920
C 1.7928 -0.4379 -1.0787
C 1.2758 0.7160 -0.7954
C 0.0319 1.1076 -0.0790
O -1.0350 1.4737 -0.9238
H -2.0524 -0.8599 -0.0856
H -1.5165 -1.7238 1.3626
H -2.0876 -0.0481 1.4846
H 0.3960 -0.1407 1.6229
H 0.2043 -1.8660 -0.8669
H 1.3521 -1.9415 0.4589
H 1.5682 1.8785 -1.8493
H 2.0615 1.9675 -1.2396
H 0.1319 1.9356 0.6264
H -1.1118 0.7940 -1.6084

The frontier orbital gap comes out at 9.25 eV. The HOMO energy is -8.63 eV.

natural (NBO) population analysis, charges in e, atoms 1 to 4: number 1, C, carries -0.605; number 2, C, carries -0.235; number 3, C, carries -0.439; number 4, C, carries -0.151



B | Formula: C6H10O
Source: the OMol25 dataset
Level of theory: ωB97M-V with the def2-TZVPD basis set

Element x y z (Å)
C 1.6645 1.1153 0.5356
C 0.1830 0.8948 0.5590
O -0.6262 1.7398 -0.2949
C -1.3083 0.5728 -0.7361
C -0.3895 -0.2338 -1.5777
C -0.3430 -0.3753 -0.0841
C -0.5522 -1.6790 0.6270
H 2.0990 0.4316 1.2743
H 2.0650 0.8578 -0.4495
H 1.9298 2.1438 0.7863
H -0.2347 1.0072 1.5698
H -2.3194 0.3816 -0.4264
H -0.8253 -1.0595 -2.1298
H 0.4276 0.2799 -2.0776
H 0.4133 -2.1952 0.6976
H -0.9451 -1.5403 1.6425
H -1.2382 -2.3414 0.0839

The frontier orbital gap comes out at 10.18 eV. The HOMO energy is -9.14 eV.

natural (NBO) population analysis, charges in e, atoms 1 to 4: number 1, C, carries -0.632; number 2, C, carries 0.122; number 3, O, carries -0.521; number 4, C, carries 0.075



Bottom line: B, by a margin of 0.1315 hartree.



A | Formula: C6H7N
Source: the OMol25 dataset
Level of theory: ωB97M-V with the def2-TZVPD basis set

Element x y z (Å)
N -2.6958 -2.0844 -1.2962
C -1.7656 -1.4827 -0.9650
C -0.5775 -0.7342 -0.5653
C -0.5189 -0.3529 0.9197
C 0.6575 0.5500 1.1920
C 1.2539 1.2891 0.2433
C 0.8710 1.4760 -1.1251
H 0.3087 -1.3190 -0.8335
H -1.4528 0.1462 1.2061
H -0.4476 -1.2578 1.5286
H 1.0762 0.5384 2.1946
H 2.1669 1.8397 0.5036
H -0.5669 0.1973 -1.1647
H 1.6838 1.0921 -1.7704

The frontier orbital gap (alpha / beta) comes out at 7.70 / 7.58 eV. The HOMO energy (alpha / beta) is -8.67 / -8.76 eV.

natural (NBO) population analysis, charges in e, atoms 1 to 4: number 1, N, carries -0.315; number 2, C, carries 0.287; number 3, C, carries -0.510; number 4, C, carries -0.429



B | Formula: C6H7N
Source: the OMol25 dataset
Level of theory: ωB97M-V with the def2-TZVPD basis set

Element x y z (Å)
C 1.4008 -0.1271 -0.4991
C 0.2000 -0.9507 -0.9100
C -0.9595 -0.2602 -0.1779
C -1.0518 -0.4879 1.3067
N -0.6498 0.6476 1.7473
C 1.0543 1.0553 0.0105
C -0.4140 1.1084 0.3348
H 0.0777 -0.8443 -1.9960
H 2.4189 -0.4650 -0.6744
H 0.2597 -2.0245 -0.6973
H -1.9113 -0.2618 -0.7174
H -1.3133 -1.3588 1.9139
H 1.7398 1.8627 0.2468
H -0.9378 2.0374 0.0903

The frontier orbital gap comes out at 10.28 eV. The HOMO energy is -9.26 eV.

natural (NBO) population analysis, charges in e, atoms 1 to 4: number 1, C, carries -0.168; number 2, C, carries -0.442; number 3, C, carries -0.292; number 4, C, carries 0.093



Bottom line: B, by a margin of 0.1043 hartree.



A | Formula: C6H7N
Source: the OMol25 dataset
Level of theory: ωB97M-V with the def2-TZVPD basis set

Element x y z (Å)
C 0.3449 1.5223 -2.0414
C -0.8159 0.7098 0.6728
C -0.6720 -0.7770 0.6523
C 0.6150 0.1371 -1.4395
C 1.8813 0.7643 -2.0167
C 0.4987 0.0154 0.0471
N 1.3165 1.6472 -2.8995
H -1.4233 1.1242 -0.1210
H -0.7911 1.3482 1.6166
H -0.5611 -1.2846 1.5760
H -1.3035 -1.5372 0.0135
H 0.0352 -0.4894 -2.1305
H 2.6907 0.8602 -1.3173
H 1.3801 0.1912 0.5111

The frontier orbital gap comes out at 9.23 eV. The HOMO energy is -8.68 eV.

natural (NBO) population analysis, charges in e, atoms 1 to 4: number 1, C, carries 0.174; number 2, C, carries -0.400; number 3, C, carries -0.413; number 4, C, carries -0.317



B | Formula: C6H7N
Source: the OMol25 dataset
Level of theory: ωB97M-V with the def2-TZVPD basis set

Element x y z (Å)
C -1.9118 -1.3280 0.3793
C -0.7659 -0.5688 0.6821
C -2.5267 -0.2709 -0.2491
C -0.6407 0.7331 0.8094
C 0.6695 -0.0093 0.6400
C 1.3556 -0.0512 -0.7136
N -3.0889 0.6933 -0.6848
H -1.9913 -2.4012 0.3865
H -1.1069 1.6207 0.5717
H 1.4589 -0.2218 1.3784
H 0.5613 0.0106 -1.4969
H 1.8563 -0.9696 -0.9910
H 2.1111 0.7654 -0.6239
H -2.9960 0.9322 -1.6477

The frontier orbital gap comes out at 8.89 eV. The HOMO energy is -7.93 eV.

natural (NBO) population analysis, charges in e, atoms 1 to 4: number 1, C, carries -0.476; number 2, C, carries 0.008; number 3, C, carries 0.543; number 4, C, carries -0.264



Bottom line: B, by a margin of 0.0173 hartree.



A | Formula: C6H7N
Source: the OMol25 dataset
Level of theory: ωB97M-V with the def2-TZVPD basis set

Element x y z (Å)
N 2.8182 -0.4139 1.2388
C 1.6635 -0.3873 1.1764
C 0.1970 -0.3579 1.1160
C -0.3995 -1.5050 0.3294
C -1.2053 -1.0082 -0.6186
C -1.1785 0.4626 -0.5666
C -0.3566 0.8620 0.4129
H -0.1765 -0.3869 2.1510
H 1.2110 1.5735 -1.9010
H -0.1895 -2.5447 0.5490
H -1.7935 -1.5863 -1.3233
H -1.7362 1.1113 -1.2338
H 1.2460 2.3050 -2.0258
H -0.1000 1.8758 0.6957

The frontier orbital gap comes out at 10.00 eV. The HOMO energy is -9.34 eV.

natural (NBO) population analysis, charges in e, atoms 1 to 4: number 1, N, carries -0.318; number 2, C, carries 0.301; number 3, C, carries -0.413; number 4, C, carries -0.164



B | Formula: C6H7N
Source: the OMol25 dataset
Level of theory: ωB97M-V with the def2-TZVPD basis set

Element x y z (Å)
C 0.5385 -0.1821 0.0534
C -0.7292 0.3124 -0.6372
C 0.4329 1.1075 0.9053
C 0.8993 2.2829 0.4823
C -1.4004 -2.1966 -0.6527
N 1.6781 -0.7850 0.1022
C -0.9278 -0.9951 -0.3855
H 1.5579 -1.7848 -0.0634
H -1.2626 1.2215 -0.8482
H 0.3038 0.8886 1.9583
H 1.1261 3.0846 1.1702
H 0.9834 2.5029 -0.5735
H -0.7433 -3.0417 -0.8023
H -2.4568 -2.4151 -0.7088

The frontier orbital gap (alpha / beta) comes out at 6.57 / 6.50 eV. The HOMO energy (alpha / beta) is -7.25 / -7.22 eV.

natural (NBO) population analysis, charges in e, atoms 1 to 4: number 1, C, carries 0.135; number 2, C, carries -0.267; number 3, C, carries -0.163; number 4, C, carries -0.361



Bottom line: A, by a margin of 0.2146 hartree.



A | Formula: C6H7N
Source: the OMol25 dataset
Level of theory: ωB97M-V with the def2-TZVPD basis set

Element x y z (Å)
C -0.8326 1.6427 -0.1478
C 0.2796 1.9399 0.3554
C -1.6094 0.5794 -0.4171
C 1.3598 -0.0213 -0.0309
C -1.2815 -0.6904 0.2386
C 0.3003 -1.0557 0.0490
N 2.5283 0.1623 -0.2994
H 0.7074 2.7662 0.8425
H -2.0807 0.5835 -1.3901
H -1.4109 -0.6707 1.4287
H -2.0569 -1.4426 -0.0366
H 0.2968 -1.2889 -1.1093
H 0.5447 -1.9329 0.7794
H 3.2552 -0.5714 -0.2623

The frontier orbital gap (alpha / beta) comes out at 7.21 / 7.21 eV. The HOMO energy (alpha / beta) is -7.21 / -7.21 eV.

natural (NBO) population analysis, charges in e, atoms 1 to 4: number 1, C, carries 0.019; number 2, C, carries -0.299; number 3, C, carries -0.361; number 4, C, carries 0.468



B | Formula: C6H7N
Source: the OMol25 dataset
Level of theory: ωB97M-V with the def2-TZVPD basis set

Element x y z (Å)
C 1.8926 0.3556 0.8306
C 0.6009 0.6401 0.1755
C -1.5328 -0.0683 -0.8001
C -0.7604 -0.6852 -1.8895
N -0.0272 -1.1420 -2.6599
C -0.5878 -0.0008 0.4133
C -0.7741 -0.5432 1.7115
H 1.7602 -0.1362 1.7933
H 2.3520 -0.3647 0.1331
H 2.5624 1.2168 0.8758
H 0.6502 1.3128 -0.6880
H -2.4117 -0.6806 -0.5803
H -1.8787 0.9182 -1.1342
H -1.8455 -0.8225 1.8190

The frontier orbital gap (alpha / beta) comes out at 7.47 / 7.47 eV. The HOMO energy (alpha / beta) is -8.57 / -8.57 eV.

natural (NBO) population analysis, charges in e, atoms 1 to 4: number 1, C, carries -0.689; number 2, C, carries 0.129; number 3, C, carries -0.549; number 4, C, carries 0.285



C | Formula: C6H7N
Source: the OMol25 dataset
Level of theory: ωB97M-V with the def2-TZVPD basis set

Element x y z (Å)
C 1.0233 2.1972 -1.6206
C 1.0063 -0.0013 0.9975
C 0.3811 -1.1988 0.3898
C -1.1514 0.9636 -0.6060
C 0.0501 0.7876 -1.4774
C 0.0566 0.1963 -0.1261
N 1.7552 3.1461 -1.7845
H -0.0037 0.1525 -2.3840
H 0.5723 0.1048 1.9958
H 1.9335 0.4067 0.8429
H 0.9515 -2.0269 -0.1651
H -0.3992 -1.6767 1.0750
H -1.1406 1.8244 -0.1147
H -2.1639 0.4635 -0.8001

The frontier orbital gap comes out at 11.59 eV. The HOMO energy is -10.69 eV.

natural (NBO) population analysis, charges in e, atoms 1 to 4: number 1, C, carries 0.254; number 2, C, carries -0.394; number 3, C, carries -0.394; number 4, C, carries -0.391



Bottom line: C, by a margin of 0.0242 hartree.